{"formula": "C97H215N13O13", "method": "ωB97M-V with the def2-TZVPD basis set", "gap_ev": 8.35, "multiplicity": 1, "charge": 0, "lumo_energy_ha": 0.016, "e_above_lowest_kcal_mol": 118.4, "total_energy_ev": -150045.970, "elements": ["C", "C", "C", "O", "C", "N", "H", "H", "H", "H", "H", "H", "H", "H", "H", "H", "H", "C", "C", "C", "O", "C", "N", "H", "H", "H", "H", "H", "H", "H", "H", "H", "H", "H", "C", "C", "C", "O", "C", "N", "H", "H", "H", "H", "H", "H", "H", "H", "H", "H", "H", "C", "C", "C", "O", "C", "N", "H", "H", "H", "H", "H", "H", "H", "H", "H", "H", "H", "C", "C", "C", "C", "C", "C", "N", "O", "C", "C", "C", "H", "H", "H", "H", "H", "H", "H", "H", "H", "H", "H", "H", "H", "H", "H", "H", "H", "H", "H", "C", "C", "C", "C", "C", "C", "N", "O", "C", "C", "C", "H", "H", "H", "H", "H", "H", "H", "H", "H", "H", "H", "H", "H", "H", "H", "H", "H", "H", "H", "C", "C", "C", "C", "C", "C", "N", "O", "C", "C", "C", "H", "H", "H", "H", "H", "H", "H", "H", "H", "H", "H", "H", "H", "H", "H", "H", "H", "H", "H", "C", "C", "C", "C", "C", "C", "N", "O", "C", "C", "C", "H", "H", "H", "H", "H", "H", "H", "H", "H", "H", "H", "H", "H", "H", "H", "H", "H", "H", "H", "C", "C", "C", "C", "C", "C", "N", "O", "C", "C", "C", "H", "H", "H", "H", "H", "H", "H", "H", "H", "H", "H", "H", "H", "H", "H", "H", "H", "H", "H", "C", "C", "C", "C", "C", "C", "N", "O", "C", "C", "C", "H", "H", "H", "H", "H", "H", "H", "H", "H", "H", "H", "H", "H", "H", "H", "H", "H", "H", "H", "C", "C", "C", "C", "C", "C", "N", "O", "C", "C", "C", "H", "H", "H", "H", "H", "H", "H", "H", "H", "H", "H", "H", "H", "H", "H", "H", "H", "H", "H", "C", "C", "C", "C", "C", "C", "N", "O", "C", "C", "C", "H", "H", "H", "H", "H", "H", "H", "H", "H", "H", "H", "H", "H", "H", "H", "H", "H", "H", "H", "C", "C", "C", "C", "C", "C", "N", "O", "C", "C", "C", "H", "H", "H", "H", "H", "H", "H", "H", "H", "H", "H", "H", "H", "H", "H", "H", "H", "H", "H"], "xyz": [[-10.641, -33.077, 4.601], [-11.167, -31.910, 5.504], [-11.341, -30.592, 4.670], [-11.571, -29.524, 5.532], [-11.951, -28.258, 4.939], [-12.453, -32.369, 5.918], [-11.366, -33.362, 3.839], [-10.495, -33.934, 5.258], [-9.774, -32.829, 3.988], [-10.469, -31.731, 6.322], [-12.204, -30.753, 4.025], [-10.487, -30.318, 4.051], [-11.650, -27.513, 5.675], [-13.029, -28.262, 4.778], [-11.353, -28.235, 4.028], [-12.464, -33.291, 6.332], [-12.808, -31.710, 6.596], [-7.590, -33.554, 7.089], [-6.368, -32.793, 6.574], [-6.692, -31.290, 6.338], [-7.858, -31.021, 5.527], [-7.617, -31.224, 4.166], [-5.346, -32.934, 7.606], [-7.963, -33.172, 8.039], [-7.362, -34.619, 7.135], [-8.328, -33.488, 6.290], [-6.141, -33.264, 5.618], [-5.825, -30.786, 5.911], [-6.875, -30.954, 7.359], [-6.878, -30.479, 3.871], [-8.505, -30.996, 3.576], [-7.277, -32.241, 3.969], [-5.643, -32.874, 8.570], [-4.820, -33.794, 7.544], [-5.617, -27.094, -6.248], [-6.335, -28.019, -5.295], [-7.667, -28.560, -5.710], [-8.725, -27.569, -5.829], [-10.088, -28.040, -5.876], [-5.424, -29.102, -4.908], [-5.583, -27.642, -7.190], [-4.589, -26.848, -5.983], [-6.190, -26.192, -6.462], [-6.617, -27.321, -4.506], [-8.030, -29.266, -4.963], [-7.511, -29.087, -6.651], [-10.449, -28.578, -4.999], [-10.203, -28.657, -6.767], [-10.690, -27.139, -5.759], [-4.660, -28.595, -4.485], [-5.946, -29.618, -4.214], [-3.040, -24.362, -1.924], [-2.816, -25.558, -2.863], [-3.698, -26.779, -2.456], [-3.655, -27.112, -1.114], [-2.429, -27.736, -0.716], [-3.134, -25.080, -4.217], [-2.536, -23.504, -2.371], [-2.680, -24.532, -0.909], [-4.121, -24.226, -1.911], [-1.734, -25.647, -2.960], [-3.433, -27.598, -3.125], [-4.748, -26.562, -2.653], [-2.155, -27.566, 0.325], [-1.570, -27.267, -1.196], [-2.494, -28.783, -1.012], [-3.970, -24.514, -4.186], [-2.448, -24.429, -4.573], [-15.917, -25.095, -1.455], [-15.747, -26.635, -1.169], [-14.918, -27.307, -2.393], [-13.396, -27.145, -2.239], [-12.951, -27.572, -0.856], [-13.642, -26.749, 0.185], [-15.116, -26.920, 0.058], [-15.835, -26.382, 1.080], [-13.152, -27.318, 1.577], [-13.121, -25.298, 0.165], [-17.081, -27.342, -1.263], [-15.066, -24.422, -1.358], [-16.614, -24.546, -0.822], [-16.117, -24.960, -2.518], [-15.243, -28.338, -2.534], [-15.195, -27.192, -3.441], [-13.015, -26.153, -2.482], [-12.864, -27.816, -2.914], [-11.861, -27.556, -0.857], [-13.287, -28.606, -0.775], [-12.063, -27.327, 1.616], [-13.696, -26.820, 2.379], [-13.346, -28.391, 1.570], [-13.809, -24.476, 0.363], [-12.276, -25.142, 0.835], [-12.654, -24.925, -0.746], [-17.036, -28.370, -0.903], [-17.395, -27.383, -2.306], [-17.957, -26.799, -0.909], [-16.354, -27.090, 1.469], [-4.901, -35.404, 1.055], [-5.656, -36.608, 1.646], [-5.483, -36.670, 3.173], [-6.182, -35.681, 4.025], [-7.651, -35.652, 3.684], [-8.016, -35.702, 2.197], [-7.115, -36.680, 1.487], [-7.555, -36.833, 0.181], [-9.555, -36.109, 2.125], [-7.987, -34.265, 1.653], [-4.965, -37.864, 1.062], [-5.370, -35.179, 0.097], [-3.824, -35.475, 0.902], [-5.117, -34.500, 1.624], [-5.741, -37.690, 3.458], [-4.414, -36.679, 3.389], [-5.795, -34.674, 3.869], [-6.077, -35.812, 5.102], [-8.087, -34.754, 4.120], [-8.239, -36.414, 4.196], [-9.962, -35.916, 1.132], [-9.770, -37.174, 2.216], [-10.026, -35.519, 2.912], [-7.203, -33.684, 2.139], [-7.713, -34.398, 0.606], [-8.937, -33.731, 1.687], [-3.901, -37.975, 1.271], [-5.070, -38.002, -0.014], [-5.374, -38.822, 1.384], [-7.860, -37.743, 0.191], [-3.069, -31.638, -4.048], [-1.984, -32.655, -3.694], [-1.999, -32.970, -2.163], [-2.886, -34.167, -1.784], [-2.566, -35.397, -2.707], [-2.771, -35.150, -4.208], [-2.031, -33.889, -4.531], [-1.794, -33.636, -5.837], [-2.005, -36.371, -4.882], [-4.249, -35.266, -4.577], [-0.644, -31.930, -3.921], [-3.982, -32.200, -3.848], [-3.000, -31.408, -5.111], [-3.035, -30.814, -3.335], [-1.024, -33.041, -1.681], [-2.411, -32.110, -1.635], [-3.963, -34.005, -1.815], [-2.579, -34.378, -0.760], [-3.092, -36.291, -2.373], [-1.521, -35.696, -2.619], [-1.003, -36.408, -4.454], [-2.475, -37.353, -4.941], [-1.835, -36.169, -5.939], [-4.823, -36.130, -4.241], [-4.657, -34.354, -4.140], [-4.444, -35.165, -5.645], [0.188, -32.607, -3.728], [-0.665, -31.051, -3.277], [-0.578, -31.514, -4.926], [-2.609, -33.201, -6.100], [-8.368, -26.554, 2.991], [-7.053, -26.229, 3.790], [-5.781, -27.049, 3.291], [-5.122, -26.621, 1.944], [-4.850, -25.142, 2.085], [-6.011, -24.228, 2.555], [-6.671, -24.812, 3.753], [-7.654, -23.954, 4.270], [-5.391, -22.903, 3.060], [-6.914, -23.953, 1.355], [-7.238, -26.667, 5.235], [-9.201, -26.047, 3.478], [-8.611, -27.584, 3.251], [-8.270, -26.389, 1.918], [-5.066, -27.024, 4.113], [-6.122, -28.064, 3.088], [-5.845, -26.818, 1.153], [-4.180, -27.162, 1.856], [-4.489, -24.884, 1.090], [-4.031, -24.984, 2.788], [-6.120, -22.094, 3.116], [-4.827, -22.927, 3.993], [-4.776, -22.589, 2.217], [-7.797, -23.395, 1.664], [-6.482, -23.256, 0.636], [-7.273, -24.860, 0.868], [-8.082, -26.208, 5.750], [-6.336, -26.414, 5.793], [-7.511, -27.716, 5.352], [-7.428, -24.001, 5.201], [0.148, -31.291, 5.901], [-1.102, -30.433, 5.450], [-0.829, -29.095, 4.666], [-0.180, -29.207, 3.331], [-1.045, -30.102, 2.477], [-1.588, -31.447, 3.052], [-1.945, -31.274, 4.482], [-2.329, -32.425, 4.991], [-2.855, -31.829, 2.229], [-0.495, -32.512, 2.715], [-1.970, -30.044, 6.688], [0.547, -31.931, 5.114], [0.018, -31.841, 6.833], [0.998, -30.640, 6.105], [-1.748, -28.534, 4.498], [-0.148, -28.485, 5.260], [0.793, -29.684, 3.443], [0.052, -28.274, 2.817], [-0.437, -30.328, 1.600], [-1.829, -29.439, 2.113], [-3.655, -31.284, 2.730], [-2.770, -31.521, 1.187], [-2.950, -32.915, 2.226], [-0.714, -33.440, 3.243], [-0.451, -32.809, 1.667], [0.470, -32.157, 3.077], [-1.441, -29.607, 7.535], [-2.628, -30.785, 7.142], [-2.735, -29.339, 6.361], [-3.132, -32.263, 5.491], [-15.073, -32.947, 3.133], [-14.904, -32.267, 1.720], [-13.442, -32.545, 1.267], [-13.094, -32.159, -0.164], [-14.062, -32.949, -1.064], [-15.575, -32.681, -0.760], [-15.795, -32.938, 0.739], [-17.046, -32.752, 1.098], [-15.886, -31.247, -1.271], [-16.309, -33.758, -1.613], [-15.168, -30.726, 1.855], [-15.088, -34.023, 2.954], [-15.866, -32.557, 3.771], [-14.173, -32.650, 3.672], [-12.735, -32.024, 1.914], [-13.271, -33.617, 1.359], [-12.100, -32.483, -0.470], [-12.960, -31.087, -0.312], [-13.725, -33.986, -1.074], [-13.810, -32.473, -2.012], [-16.801, -30.924, -0.775], [-15.132, -30.479, -1.095], [-16.160, -31.204, -2.325], [-16.265, -33.563, -2.685], [-15.830, -34.714, -1.401], [-17.377, -33.781, -1.397], [-14.642, -30.491, 2.780], [-16.236, -30.510, 1.880], [-14.745, -30.187, 1.007], [-17.365, -33.655, 1.160], [-11.906, -22.778, -2.524], [-10.560, -22.439, -1.947], [-10.262, -23.284, -0.661], [-9.810, -24.710, -1.016], [-8.556, -24.684, -1.962], [-8.823, -23.946, -3.272], [-9.479, -22.677, -2.892], [-9.554, -21.750, -3.968], [-7.441, -23.736, -3.863], [-9.716, -24.775, -4.133], [-10.505, -21.029, -1.369], [-12.021, -22.379, -3.531], [-12.703, -22.328, -1.932], [-12.087, -23.848, -2.624], [-9.525, -22.850, 0.015], [-11.137, -23.217, -0.014], [-10.624, -25.285, -1.456], [-9.575, -25.220, -0.082], [-8.175, -25.683, -2.173], [-7.726, -24.338, -1.346], [-6.801, -23.214, -3.151], [-6.888, -24.662, -4.026], [-7.513, -23.052, -4.707], [-9.189, -25.637, -4.540], [-10.680, -25.043, -3.701], [-10.003, -24.204, -5.015], [-9.532, -20.874, -0.904], [-11.175, -20.895, -0.519], [-10.627, -20.239, -2.111], [-8.724, -21.302, -3.789], [-12.333, -35.424, -3.704], [-10.892, -35.463, -3.261], [-10.604, -36.930, -3.647], [-9.045, -37.259, -3.457], [-8.266, -36.195, -4.191], [-8.606, -34.678, -4.047], [-10.073, -34.569, -4.109], [-10.427, -33.275, -4.004], [-8.005, -34.206, -2.637], [-7.947, -33.838, -5.182], [-10.924, -35.218, -1.719], [-13.075, -35.909, -3.070], [-12.366, -35.710, -4.756], [-12.733, -34.414, -3.618], [-11.145, -37.632, -3.013], [-10.942, -37.163, -4.657], [-8.835, -38.222, -3.923], [-8.937, -37.436, -2.387], [-8.315, -36.482, -5.242], [-7.199, -36.359, -4.043], [-8.673, -33.530, -2.103], [-7.683, -34.960, -1.920], [-7.055, -33.708, -2.832], [-8.513, -34.172, -6.051], [-8.097, -32.759, -5.163], [-6.874, -34.005, -5.282], [-11.029, -34.142, -1.586], [-10.027, -35.434, -1.138], [-11.799, -35.582, -1.181], [-11.066, -33.140, -4.708], [-5.634, -29.335, -0.959], [-6.554, -30.516, -0.650], [-7.104, -30.455, 0.753], [-8.212, -29.495, 0.971], [-9.321, -29.636, 0.084], [-8.887, -29.634, -1.411], [-7.689, -30.494, -1.578], [-7.304, -30.914, -2.863], [-10.110, -30.376, -2.175], [-8.639, -28.196, -1.853], [-5.831, -31.889, -0.722], [-5.285, -29.484, -1.981], [-4.797, -29.419, -0.266], [-6.154, -28.386, -0.829], [-7.470, -31.389, 1.181], [-6.202, -30.198, 1.309], [-7.895, -28.453, 1.014], [-8.587, -29.566, 1.992], [-10.162, -28.944, 0.074], [-9.737, -30.609, 0.346], [-11.004, -29.837, -1.862], [-9.976, -30.307, -3.255], [-10.209, -31.387, -1.780], [-8.135, -27.614, -1.081], [-8.067, -28.186, -2.780], [-9.578, -27.701, -2.099], [-6.499, -32.732, -0.543], [-4.946, -32.088, -0.118], [-5.610, -32.234, -1.732], [-7.818, -31.714, -2.993]], "atomic_forces_ev_per_a": [[-0.12, 0.91, 0.01], [0.98, -0.31, -2.30], [-0.18, -0.61, 0.36], [-0.52, 0.70, 1.37], [0.83, -2.02, 0.53], [-1.23, 0.68, 0.62], [-0.53, 0.09, 0.23], [0.38, -0.14, -0.22], [0.45, -0.06, 0.57], [0.20, 0.13, 0.00], [-0.23, -0.10, -0.32], [0.41, -0.45, -0.21], [-0.11, 0.16, -0.32], [0.02, 0.26, -0.32], [-0.30, 0.85, -0.33], [0.26, -0.02, 0.06], [-0.39, -0.07, 0.20], [-0.39, 0.05, -1.52], [-1.41, -0.32, 1.03], [-0.40, -0.82, 0.07], [0.24, -0.45, 1.41], [0.43, 0.54, -0.06], [1.76, 0.42, -0.78], [-0.06, -0.01, -0.07], [0.17, -0.01, 0.41], [-0.66, 0.15, 0.33], [0.85, -0.06, 0.17], [0.17, 0.14, 0.04], [-0.26, 0.70, -0.21], [0.48, -0.16, -0.47], [-0.16, -0.24, 0.31], [0.09, -0.07, -0.29], [-0.58, 0.23, -0.21], [-0.03, -0.02, -0.27], [-0.54, -0.59, -1.62], [0.12, 1.78, 0.74], [-1.52, -0.44, -0.70], [0.57, -0.13, 0.34], [1.23, 0.44, 0.44], [-1.05, 0.69, -0.36], [0.33, 0.08, -0.40], [-0.16, 0.02, 0.38], [0.04, 0.11, 0.24], [0.14, -0.13, 1.16], [0.30, -0.37, 0.16], [-0.36, -0.21, -0.35], [0.70, -0.70, 0.33], [-0.56, 0.27, -0.11], [-0.07, 0.09, -1.03], [0.34, -0.52, 0.32], [0.41, -0.52, 0.51], [-0.06, -0.80, 0.09], [0.06, 1.82, -0.12], [0.70, 0.73, -1.18], [0.83, 0.06, 1.34], [0.09, 0.52, -0.73], [-0.84, -0.67, -0.51], [-0.12, 0.12, 0.25], [-0.06, 0.06, 0.06], [-0.10, 0.46, 0.26], [0.08, -1.21, 0.59], [0.18, -0.45, 0.05], [-0.08, 0.35, -0.19], [-0.92, -0.33, 0.29], [0.02, -0.06, -0.60], [0.31, -0.21, 0.34], [-0.50, -0.10, -0.03], [0.43, -0.21, 0.15], [0.32, 0.30, -0.45], [0.24, 1.10, -3.47], [0.57, -0.07, 0.69], [-0.10, -0.85, -0.43], [-0.72, -0.19, -1.42], [0.69, 0.69, 2.36], [2.39, -2.37, -0.41], [-0.52, 1.49, 1.43], [-1.01, -0.63, -1.36], [0.64, 1.34, -0.36], [-1.30, 0.30, -0.71], [0.78, -0.76, 0.22], [-0.64, -0.60, -0.10], [-0.75, -0.08, 0.02], [0.59, -0.90, 1.54], [-0.49, 2.13, -0.03], [-0.36, 0.26, 0.02], [-0.16, -0.05, -0.47], [0.06, 0.25, 0.66], [0.13, -0.28, 0.37], [0.01, 0.85, 0.24], [0.52, -0.07, 0.19], [-0.60, -0.14, 0.29], [-0.47, -0.48, 0.49], [-0.14, -0.34, 0.50], [-0.30, -0.59, -0.61], [-0.01, 0.11, 0.22], [0.40, -0.27, -0.39], [0.24, 0.03, 1.03], [0.08, -0.30, 0.00], [-1.47, 0.95, -0.37], [1.00, -0.34, 0.59], [1.63, -1.57, 0.10], [-0.76, 1.04, -0.17], [-0.98, -0.17, 0.54], [-0.94, 0.01, 0.36], [-0.69, 0.52, 1.59], [0.06, 0.09, -1.03], [1.46, -0.39, -0.69], [0.97, -0.56, -0.95], [-0.60, -1.06, -0.46], [0.22, -0.10, -0.42], [-0.13, -0.47, 0.25], [0.22, 0.09, 0.28], [-0.53, -0.08, 0.13], [0.30, 0.37, -0.12], [0.30, 0.18, -0.31], [0.22, -0.49, 0.00], [-0.12, 0.37, -0.22], [0.42, -0.63, 0.07], [-0.03, 0.66, 0.07], [0.36, -0.15, 0.70], [-0.35, -0.13, -0.23], [-0.02, 0.17, -0.08], [-0.08, 0.53, -0.27], [-0.03, -0.13, 0.25], [0.04, 0.67, 0.21], [0.01, 0.77, -0.27], [-0.46, 0.11, 0.69], [-0.12, -0.11, -0.34], [-0.46, -1.73, 0.49], [1.33, 0.16, 0.51], [-1.53, -0.10, -0.44], [1.17, -1.06, -0.74], [0.22, 0.82, 0.84], [1.10, -2.02, -0.13], [0.10, -1.23, 3.25], [-0.41, 0.28, -1.42], [0.42, 1.41, -0.88], [-0.21, 1.87, -0.27], [-0.42, -0.08, -0.45], [-0.61, 0.45, -0.21], [-0.19, 0.62, 0.22], [0.04, 0.33, -0.56], [0.33, -0.54, -0.61], [-0.21, 0.37, -0.19], [0.01, 0.44, 0.04], [-0.46, -0.41, 0.15], [-0.46, 0.07, -0.15], [0.21, 0.41, 0.32], [-0.06, -0.34, 0.10], [-0.38, 0.13, 0.89], [-0.04, 0.40, -0.14], [0.52, -0.10, 0.31], [-0.79, -0.06, 0.15], [0.26, -0.09, -0.22], [0.11, 0.25, 0.07], [0.38, -0.12, 0.34], [0.10, -0.29, -0.16], [-0.18, 0.25, -0.99], [0.83, -0.33, 1.40], [0.11, -0.36, -1.28], [-1.05, 0.00, -0.92], [-1.32, 0.53, 2.54], [0.42, 0.12, -0.23], [0.23, 0.01, 0.66], [1.52, -1.05, -0.55], [-0.42, -0.14, -0.08], [-0.32, 0.42, -1.49], [-0.93, 0.59, 0.37], [-0.48, 0.26, 0.53], [0.04, 0.70, -0.49], [0.16, -0.39, -0.61], [-0.30, -0.01, 0.16], [0.16, -0.12, -0.13], [-0.07, -0.34, 0.68], [0.34, -0.18, -0.33], [-0.19, -0.12, -0.51], [-0.01, 0.97, 0.03], [0.19, -0.15, 0.06], [-0.32, -0.21, 0.30], [-0.01, -0.44, -0.17], [0.61, 0.18, 0.21], [-0.29, -0.17, 0.32], [0.53, -0.37, -0.17], [0.25, 0.03, -0.14], [-0.10, 0.58, -0.19], [0.02, -0.23, 0.13], [0.55, -0.30, -0.34], [-0.22, 0.43, 0.23], [0.35, 1.32, -0.31], [-0.28, -1.15, -0.92], [0.76, 0.30, 1.11], [0.74, -1.91, 0.00], [-0.04, 0.41, -0.85], [0.92, 0.68, -1.12], [0.77, 4.44, -1.45], [-0.61, -3.69, 1.69], [0.76, 0.25, 0.92], [-0.33, -0.18, 1.32], [-0.83, 0.08, -0.58], [-0.50, -0.21, 0.10], [-0.45, -0.17, -0.26], [0.01, 0.42, 0.16], [-0.31, -0.18, 0.50], [-0.29, 0.17, 0.55], [0.31, -0.12, 0.15], [-0.41, 0.22, 0.20], [-0.27, -0.32, -0.32], [-0.64, -0.30, 0.00], [-0.49, -0.35, -0.31], [0.13, 0.18, 0.02], [-0.53, 0.03, 0.24], [-0.02, -0.05, 0.23], [-0.05, 0.55, -0.14], [0.18, -0.12, -0.34], [0.44, 0.08, -0.34], [0.52, -0.87, -0.20], [0.22, 0.48, -0.12], [-0.30, -0.01, 0.06], [0.74, 0.93, -1.17], [-0.02, 0.33, -0.25], [0.28, 0.52, 0.09], [-0.29, -1.03, 0.41], [0.39, 2.28, -0.01], [1.66, -0.34, -0.36], [4.69, -0.41, -2.30], [-3.95, 0.29, 0.70], [-1.13, -0.19, 0.59], [-0.30, 0.60, 0.86], [0.50, -1.35, -0.27], [-0.18, -0.02, 0.43], [-0.47, -0.28, -0.49], [0.22, -0.40, 0.17], [-0.14, -0.06, 0.52], [0.05, -0.15, 0.19], [0.29, -0.43, 0.46], [-0.97, 0.28, -0.13], [-0.44, -0.10, 0.10], [-0.56, -0.64, -0.77], [-0.08, 0.21, 0.22], [0.18, -0.28, 0.15], [0.32, -0.36, -0.17], [0.43, 0.19, 0.05], [-0.33, -0.13, -0.02], [-0.06, -0.20, 0.25], [-0.25, 0.69, 0.00], [0.05, -0.04, 0.36], [0.11, 0.11, 0.15], [-0.64, 0.07, 0.25], [-0.91, 0.14, -0.46], [0.95, -0.83, 1.70], [-0.04, -0.72, -0.74], [0.36, 0.05, -0.11], [-0.99, -0.65, 1.59], [-0.36, -0.04, 2.07], [1.41, 0.76, 0.46], [0.19, -0.42, 0.03], [0.15, 1.28, 0.02], [-0.38, -0.28, -1.70], [0.64, 0.74, -0.33], [0.18, 0.20, -0.06], [-0.11, -0.16, 0.15], [0.06, -0.06, 0.25], [0.55, 0.34, -0.59], [-0.44, -0.54, -0.25], [-0.07, 0.00, -0.18], [0.18, -0.21, 0.06], [-0.58, -0.30, -0.34], [0.04, 1.02, -0.28], [-0.18, 0.24, 0.36], [-0.46, -0.16, -0.61], [0.27, -0.56, -0.54], [-0.11, -0.28, 0.26], [0.29, -0.25, 0.42], [0.10, 0.28, -0.17], [0.29, -0.04, -0.27], [-0.52, -0.10, -0.34], [-0.33, -0.01, 0.03], [-0.06, 0.60, -0.49], [-1.08, 2.22, -0.53], [-0.92, -1.93, 0.77], [2.84, -0.75, 0.77], [-2.70, 0.14, -0.32], [1.19, 0.20, -0.87], [0.80, -0.62, 2.26], [0.81, -2.94, -0.56], [-0.85, 2.52, 0.70], [0.13, 0.17, -0.74], [-1.19, -0.76, -0.04], [0.69, 1.26, -0.11], [0.55, -0.90, -0.11], [-0.48, -0.11, 0.10], [0.10, 0.53, -0.31], [-0.26, 0.30, 0.25], [0.30, 0.34, -0.17], [0.07, -0.04, -0.05], [0.66, 0.64, 0.11], [-0.54, 0.25, -0.37], [0.25, 0.42, 0.50], [-0.02, 0.20, -0.09], [-0.56, -0.61, -0.16], [-0.01, 0.38, -0.12], [0.47, -0.02, -0.53], [-0.16, 0.00, 0.62], [-0.12, -0.34, 0.05], [0.01, 0.35, -0.13], [0.14, -0.49, -0.28], [0.02, -0.63, -0.39], [-0.04, 0.21, -0.13], [0.17, -1.04, 0.49], [-0.66, -0.79, -0.61], [0.64, 0.13, 0.68], [1.04, 2.92, 2.73], [-1.42, -1.53, -2.87], [-0.52, -1.79, -0.64], [-0.57, -1.38, 1.45], [-0.41, 1.13, -0.40], [1.47, 1.67, 0.99], [-0.53, -0.22, -0.62], [-0.39, -0.95, -1.30], [0.13, 0.37, -0.04], [0.26, 0.42, -0.10], [0.25, -0.06, -0.09], [0.26, -0.58, -0.62], [-0.18, 0.16, 0.71], [0.58, 0.23, -0.44], [0.02, -0.37, 0.28], [0.21, 0.41, 0.77], [-0.43, -0.37, -0.47], [-0.23, 0.12, -0.29], [-0.16, -0.32, 0.03], [0.26, -0.11, -0.37], [0.05, -0.04, -0.06], [0.25, 0.07, 0.02], [-0.20, 0.16, 0.15], [-0.62, 0.29, 0.92], [0.01, 0.68, 0.23], [0.71, 0.92, -0.42], [-0.05, -0.33, -0.17]]}